No. 1
326
Properties=species:S:1:pos:R:3 method="wB97M-V/def2-TZVPD" total_charge=0 energy_ha=-5214.9045
C -30.70771 7.00214 -20.91840
C -31.16609 7.32613 -19.48185
N -32.13791 6.32589 -19.02979
C -33.37243 6.40268 -19.85810
C -34.33251 5.29246 -19.73548
C -32.51668 6.37402 -17.63146
C -31.30610 5.88915 -16.76837
H -29.99311 7.73878 -21.30378
H -31.49053 6.95072 -21.59048
H -30.39817 5.93330 -20.90245
H -30.27907 7.33268 -18.82388
H -31.68459 8.31212 -19.45021
H -33.79476 7.35046 -19.71074
H -33.11624 6.37396 -20.94826
H -34.62063 4.92324 -18.70589
H -35.30590 5.57829 -20.18891
H -33.92056 4.40643 -20.25891
H -33.29637 5.67172 -17.31795
H -32.81736 7.36868 -17.28943
H -30.32645 6.27974 -17.09671
H -31.10479 4.86269 -16.87360
H -31.54019 6.27325 -15.78383
C -26.16212 5.15866 -17.51716
C -25.74316 4.04622 -16.56774
N -24.41637 4.27547 -15.93628
C -23.96803 2.99462 -15.33907
C -23.55036 1.90955 -16.25573
C -24.38801 5.29132 -14.91180
C -23.04909 6.03996 -14.93195
H -26.26598 6.05727 -16.92564
H -27.21640 5.04187 -17.81155
H -25.46505 5.28080 -18.30904
H -26.51804 3.82036 -15.84485
H -25.54056 3.15562 -17.19586
H -23.27551 3.11700 -14.51895
H -24.78596 2.57298 -14.74664
H -24.27437 1.55767 -17.02739
H -22.66362 2.25237 -16.78080
H -23.43452 1.02839 -15.65157
H -24.56168 4.98435 -13.90844
H -25.27493 5.96117 -15.08615
H -22.25522 5.33700 -14.68659
H -23.09040 6.74817 -14.13089
H -22.90984 6.38031 -15.93694
C -32.36837 2.13953 -27.45422
C -33.76080 1.88361 -26.89600
N -33.79430 1.72231 -25.47180
C -33.43172 2.97900 -24.81930
C -32.93863 2.79395 -23.39952
C -34.99072 1.20079 -24.89243
C -35.30404 -0.23305 -25.15923
H -31.99300 3.10108 -27.19652
H -32.43037 2.17824 -28.55117
H -31.60367 1.43171 -27.28482
H -34.36340 2.74835 -27.13267
H -34.27728 1.02137 -27.38022
H -32.60416 3.46760 -25.35442
H -34.28777 3.69319 -24.78076
H -32.29693 1.89693 -23.36199
H -32.32874 3.61386 -23.02829
H -33.63929 2.57580 -22.57492
H -35.87668 1.81777 -25.16402
H -34.94944 1.34932 -23.83222
H -34.93682 -0.59936 -26.07377
H -36.37717 -0.34412 -25.20725
H -34.90877 -0.93823 -24.40874
C -24.01990 9.49728 -30.10606
C -24.85739 8.26212 -29.63036
N -24.04593 6.95858 -29.63490
C -22.99892 7.03135 -28.61770
C -23.44248 7.09444 -27.16889
C -23.54434 6.52670 -30.92974
C -24.61850 6.52612 -32.03891
H -24.57370 10.43190 -30.05261
H -23.80838 9.36004 -31.12078
H -23.06019 9.58654 -29.55436
H -25.16860 8.34317 -28.57019
H -25.83086 8.18376 -30.12955
H -22.22853 7.83366 -28.82164
H -22.42356 6.12760 -28.77706
H -22.64464 6.96847 -26.49256
H -24.23732 6.38257 -27.06780
H -23.89966 8.09519 -26.80186
H -22.74879 7.17640 -31.31397
H -23.02901 5.57797 -30.80731
H -24.85493 7.56920 -32.28828
H -24.32802 5.98421 -32.98393
H -25.46522 6.00932 -31.69595
C -33.41641 8.74372 -24.68111
C -33.34786 7.24448 -24.97006
C -31.89464 6.78762 -25.36495
O -31.42352 7.72422 -26.30146
C -30.13065 7.41629 -26.77597
N -33.63465 6.52395 -23.71997
H -33.13770 8.79138 -23.64695
H -34.47301 9.05971 -24.74637
H -32.73732 9.35086 -25.32936
H -34.08378 6.94263 -25.79674
H -31.91660 5.74628 -25.71503
H -31.34613 6.76211 -24.41948
H -29.95129 8.04063 -27.68323
H -30.18281 6.38217 -27.10559
H -29.40440 7.45872 -25.95353
H -34.58912 6.78017 -23.38238
H -33.59946 5.53229 -24.01124
C -23.63509 9.09094 -20.17989
C -24.49228 9.07622 -18.93416
C -25.76377 8.28806 -19.23750
O -26.67440 8.67326 -18.23005
C -27.98781 8.19631 -18.55872
N -23.70107 8.52618 -17.79753
H -22.86457 9.86635 -20.11065
H -24.21766 9.30494 -21.07065
H -23.10723 8.07337 -20.41375
H -24.66508 10.14163 -18.64653
H -25.58330 7.23058 -19.27560
H -26.10449 8.56380 -20.23590
H -28.25545 8.37609 -19.58460
H -28.67100 8.79066 -17.92589
H -28.13211 7.16069 -18.29446
H -23.37301 7.55758 -17.92196
H -24.20500 8.59211 -16.95309
C -31.15823 0.88236 -20.15268
C -31.80045 2.25948 -19.84265
C -32.21981 2.13047 -18.38929
O -33.17714 1.13084 -18.16328
C -34.53294 1.46871 -18.20071
N -30.93786 3.40691 -20.00315
H -30.30555 0.79461 -19.40374
H -30.83460 0.81639 -21.27261
H -31.95610 0.14979 -19.94334
H -32.69088 2.29673 -20.48006
H -32.67106 3.03571 -17.97508
H -31.36862 1.90603 -17.69276
H -34.85537 2.10054 -17.38493
H -35.05885 0.46556 -18.27632
H -34.78949 2.08474 -19.06028
H -31.34866 4.33603 -19.90038
H -30.51066 3.29154 -20.89477
C -19.90675 4.96185 -26.31879
C -18.83524 3.93419 -26.10551
C -18.88358 3.46254 -24.69035
O -18.64805 4.55143 -23.83995
C -18.77446 4.06207 -22.49289
N -18.93974 2.86538 -27.08026
H -20.89768 4.48843 -26.40551
H -19.82381 5.62554 -27.17400
H -19.88737 5.61488 -25.43317
H -17.84132 4.37736 -26.22504
H -18.11722 2.63271 -24.58931
H -19.83828 2.97857 -24.53508
H -18.30538 4.87847 -21.93621
H -18.14410 3.11191 -22.30899
H -19.77788 3.90822 -22.20809
H -19.87279 2.48282 -26.89977
H -18.26218 2.17093 -26.83503
C -23.33925 2.81230 -26.68435
C -23.63424 1.34543 -26.27899
C -24.79058 0.73291 -27.08057
O -25.97053 1.48199 -26.91955
C -27.07711 0.91649 -27.65185
N -22.37252 0.57443 -26.44290
H -24.23098 3.47168 -26.45630
H -22.98499 2.89027 -27.72251
H -22.51819 3.27394 -26.12756
H -23.96732 1.30266 -25.26800
H -24.94853 -0.31892 -26.78176
H -24.52003 0.73647 -28.17213
H -27.91504 0.93277 -26.97742
H -26.90769 -0.11339 -27.96525
H -27.27782 1.52191 -28.57379
H -22.37879 0.00836 -27.31313
H -22.22557 -0.07747 -25.69112
C -25.93882 4.07529 -29.47896
C -27.39076 4.63618 -29.62974
C -28.49990 3.68481 -29.23737
O -28.62478 2.58423 -30.17140
C -29.70755 1.75032 -29.91365
N -27.56992 5.75067 -28.74258
H -25.28275 4.93409 -29.40324
H -25.56348 3.40914 -30.23710
H -25.85798 3.61753 -28.48621
H -27.64761 4.84967 -30.70157
H -29.45053 4.21082 -29.14753
H -28.28384 3.28754 -28.22608
H -29.48078 0.76771 -30.41198
H -30.60248 2.07780 -30.25974
H -29.82340 1.52909 -28.84146
H -26.89298 6.51927 -28.92262
H -28.48449 6.17965 -28.89436
C -23.23591 3.99002 -23.51284
C -23.12613 3.80480 -22.01461
C -23.28812 5.21882 -21.39560
O -23.60513 5.30685 -20.03364
C -22.47286 5.24878 -19.14445
N -24.13602 2.83478 -21.64387
H -24.34836 3.92267 -23.68600
H -22.72682 3.20605 -24.04767
H -22.87571 4.98345 -23.84408
H -22.11791 3.46894 -21.70321
H -24.04857 5.71563 -21.98063
H -22.36737 5.81515 -21.45427
H -22.89572 5.42438 -18.09891
H -21.74311 6.00599 -19.49461
H -21.99024 4.28928 -19.16508
H -23.96138 2.46766 -20.71100
H -25.02370 3.18757 -21.58016
C -21.30753 0.82816 -22.97648
C -21.42221 -0.69278 -22.92809
C -21.40623 -1.01900 -21.47868
O -21.58898 -2.45365 -21.34483
C -21.28463 -2.91824 -20.06670
N -22.60264 -1.09967 -23.58049
H -22.12075 1.38910 -22.44415
H -21.38268 1.14236 -24.02009
H -20.27589 1.09714 -22.75068
H -20.52714 -1.14256 -23.39983
H -22.23946 -0.44575 -20.99588
H -20.44723 -0.69680 -21.06230
H -21.95954 -2.49458 -19.30252
H -20.24952 -2.68727 -19.75280
H -21.48693 -4.00483 -20.03319
H -23.37400 -0.45483 -23.36071
H -22.86758 -2.00365 -23.24517
C -32.46737 8.44648 -31.06628
C -31.65448 7.58620 -30.08124
C -32.29821 6.21167 -29.73799
O -33.34232 6.45390 -28.84066
C -34.02806 5.30764 -28.50316
N -30.30988 7.41907 -30.56830
H -32.71847 7.87163 -31.96364
H -31.92083 9.36845 -31.23763
H -33.51404 8.76173 -30.70594
H -31.65914 8.11236 -29.13558
H -31.53711 5.51313 -29.40373
H -32.61450 5.70870 -30.68164
H -33.33494 4.44303 -28.36668
H -34.77226 5.05870 -29.26897
H -34.48983 5.46748 -27.52308
H -30.19101 6.63327 -31.17751
H -29.89064 8.21793 -31.06889
C -21.19726 8.04614 -23.16774
C -19.96157 7.60044 -22.32229
C -18.80748 8.50776 -22.49431
O -19.32051 9.84402 -22.08183
C -18.37090 10.94187 -22.14900
N -20.41798 7.37102 -20.95721
H -21.46451 9.06003 -22.76097
H -22.00079 7.31032 -23.06414
H -20.99651 8.07088 -24.28661
H -19.56939 6.65060 -22.74854
H -18.41481 8.46861 -23.52331
H -17.95557 8.32145 -21.88225
H -17.56267 10.71093 -21.42958
H -19.03035 11.75945 -21.86209
H -17.92684 11.00390 -23.14103
H -21.06464 8.07307 -20.66123
H -19.68109 7.40265 -20.27575
C -27.59043 10.18478 -22.77232
C -26.07249 10.59194 -22.71535
C -25.37761 10.14505 -23.97184
O -25.71129 8.92105 -24.46947
C -24.96536 7.84368 -23.88308
N -25.83142 11.99984 -22.51837
H -27.47131 9.08368 -22.89818
H -28.05084 10.51862 -23.78037
H -28.32437 10.53568 -22.02464
H -25.61906 10.07393 -21.88333
H -24.26965 10.20871 -23.97372
H -25.68797 10.86390 -24.82738
H -23.96628 7.72827 -24.32454
H -25.54731 6.94545 -24.09802
H -24.81120 8.02521 -22.78472
H -26.57940 12.60069 -22.84790
H -25.66475 12.20555 -21.55576
C -32.66274 -4.26096 -22.56708
C -31.41637 -3.41347 -22.89264
C -31.62481 -2.00283 -22.23685
O -30.82459 -1.00179 -22.89452
C -31.53479 -0.49447 -24.04114
N -30.15114 -3.81491 -22.24725
H -32.71333 -4.52651 -21.48269
H -32.74852 -5.27093 -23.08876
H -33.57167 -3.76631 -22.88515
H -31.28649 -3.18423 -23.91661
H -31.30650 -2.04140 -21.17736
H -32.67468 -1.72099 -22.28008
H -31.53269 -1.22592 -24.87159
H -31.01509 0.39136 -24.35199
H -32.58837 -0.29578 -23.74509
H -29.64970 -4.65824 -22.51173
H -29.60187 -2.96493 -22.27291
C -26.82170 4.53430 -25.29097
C -27.87390 4.07711 -24.32622
C -28.13212 4.99249 -23.16114
O -26.94923 5.12511 -22.42941
C -27.29697 5.74732 -21.15248
N -29.10265 3.74174 -25.00040
H -26.50203 3.80466 -26.00979
H -25.94938 4.90863 -24.64694
H -27.26087 5.33098 -25.83570
H -27.55240 3.14353 -23.86088
H -28.89244 4.57522 -22.50451
H -28.37283 6.02842 -23.43455
H -27.77043 6.68026 -21.38411
H -26.35851 5.91751 -20.63948
H -27.99647 5.08454 -20.55942
H -29.45690 4.50083 -25.57111
H -29.85487 3.47725 -24.38677
C -26.05424 -1.31156 -22.01743
C -26.72367 -0.16558 -22.89565
C -27.59348 0.75965 -22.00730
O -26.63415 1.18345 -21.05005
C -27.19021 1.95548 -20.02317
N -25.67144 0.48500 -23.63745
H -25.50916 -1.98935 -22.66178
H -26.80323 -1.76373 -21.33067
H -25.31927 -0.84663 -21.40448
H -27.33898 -0.59404 -23.66165
H -28.44391 0.29298 -21.50153
H -28.05793 1.55737 -22.62583
H -27.66667 2.90296 -20.34779
H -26.31885 2.20715 -19.39128
H -27.89250 1.47691 -19.36048
H -24.97761 0.93267 -23.04619
H -26.05936 1.26034 -24.15536

---

No. 2
16
Properties=species:S:1:pos:R:3 method="wB97M-V/def2-TZVPD" total_charge=+1 energy_ha=-429.7019
C 3.35185 -0.28139 0.07296
C 0.57503 0.14687 0.10602
N 2.14870 -0.02251 0.15152
N 4.51631 -0.20927 -0.06378
N -1.26237 1.40609 -0.09089
N 0.19246 1.40042 -0.03384
N -2.48059 -1.26260 -0.01190
O -0.10767 -0.86052 0.29361
H 5.29873 -0.96700 -0.14163
H -2.79492 -0.25593 -0.05505
H -1.70365 1.92716 0.66858
H -1.56754 1.60283 -1.05324
H 0.84705 2.12649 0.09749
H -2.57460 -1.82568 0.81762
H -1.38186 -1.07990 -0.12491
H -3.05693 -1.84506 -0.63254

---

No. 3
122
Properties=species:S:1:pos:R:3 method="wB97M-V/def2-TZVPD" total_charge=0 energy_ha=-5529.8861
La 0.68383 -0.47708 0.01237
C 5.07123 -5.50708 3.97947
C 3.70843 -5.38988 4.65837
C 3.88393 -4.92088 6.10307
C 2.52993 -4.90508 6.79117
C 1.61423 -3.99768 6.02837
C 0.60833 -3.32178 6.68487
C -0.24707 -2.48768 5.97257
F -1.23667 -1.85008 6.62477
C -0.09027 -2.29198 4.62657
C 0.96053 -2.92458 3.95127
C 1.17813 -2.60938 2.53857
O 0.49213 -1.71718 1.99207
C 2.18983 -3.38478 1.90127
C 2.92503 -4.27138 2.62907
N 2.81093 -4.46608 3.95637
C 1.80973 -3.81188 4.64307
C 2.52723 -3.26608 0.40147
O 3.11903 -4.21068 -0.10273
O 2.20033 -2.18598 -0.17193
H 5.75943 -6.00208 4.66147
H 5.47333 -4.52348 3.74517
H 5.01913 -6.09858 3.06977
H 3.23073 -6.38178 4.67077
H 4.31753 -3.91778 6.11717
H 4.56453 -5.59338 6.62387
H 2.61943 -4.56408 7.82187
H 2.11263 -5.91628 6.82007
H 0.47273 -3.44728 7.74877
H -0.76757 -1.64788 4.08647
H 3.65583 -4.85058 2.08747
C -2.78277 5.32432 -2.59903
C -2.36047 4.02192 -1.98733
C -2.96107 2.82952 -2.35373
C -2.56777 1.61882 -1.79083
C -3.13167 0.34832 -2.23413
O -2.52437 -0.72018 -2.16633
C -4.50787 0.35822 -2.80763
C -4.79617 -0.51368 -3.85493
C -6.07527 -0.59168 -4.37203
C -7.08967 0.17942 -3.83103
C -6.81477 1.04312 -2.78233
C -5.53017 1.14192 -2.27683
C -1.52237 1.57152 -0.80523
O -1.17927 0.46552 -0.28783
C -0.94687 2.82292 -0.40003
C -1.35967 3.99632 -1.02343
C 0.00493 2.88062 0.69377
N 0.49243 1.84062 1.27877
C 1.27803 2.03202 2.48427
C 0.84433 1.02602 3.52997
Te -1.09207 1.51342 4.35377
C -2.40817 1.05382 2.73537
C -2.40367 -0.18218 2.11317
C -3.40507 -0.51078 1.21437
C -4.41097 0.39312 0.92157
C -4.38787 1.64962 1.50437
C -3.39567 1.97232 2.41277
C 0.33663 4.24672 1.18247
C 1.49453 4.87912 0.74997
C 1.81693 6.13182 1.24507
C 0.99463 6.74912 2.17427
C -0.16107 6.11752 2.60407
C -0.49317 4.87002 2.10647
H -3.58087 5.18042 -3.32323
H -1.94327 5.80382 -3.09803
H -3.13877 6.00462 -1.82713
H -3.72417 2.82012 -3.12323
H -4.00237 -1.12678 -4.25463
H -6.28857 -1.26368 -5.18953
H -8.09567 0.10542 -4.21683
H -7.60817 1.63692 -2.35243
H -5.32017 1.80372 -1.44913
H -0.88897 4.93152 -0.75453
H 1.18543 3.04802 2.89587
H 2.33793 1.86942 2.24097
H 1.53523 1.02812 4.36957
H 0.80293 0.03582 3.09567
H -1.62727 -0.90288 2.31847
H -3.39927 -1.48488 0.74957
H -5.21727 0.11622 0.25617
H -5.14857 2.38122 1.26557
H -3.40107 2.94112 2.89567
H 2.12613 4.38032 0.03047
H 2.71113 6.63102 0.90447
H 1.25463 7.72192 2.56927
H -0.81187 6.59502 3.32267
H -1.39027 4.36172 2.43297
Cl 2.29683 1.20922 -1.18053
O -1.00587 -2.44798 -0.54923
H -0.50387 -2.93178 -1.22113
H -1.61317 -1.87748 -1.06393
Cl 6.60563 -0.65368 0.79787
C 5.15353 0.06042 0.05447
Cl 4.77463 -0.75668 -1.47463
Cl 5.42053 1.80122 -0.17543
C 4.03823 -0.11418 0.94167
N 3.14163 -0.26208 1.63847
O 0.56573 -1.12358 -2.31713
S 1.73613 -0.87148 -3.19793
C 1.33093 -1.80048 -4.71613
C 0.00253 -2.03998 -5.02083
C -0.32407 -2.68348 -6.20123
C 0.67733 -3.08928 -7.06873
C 2.00603 -2.85588 -6.75473
C 2.33653 -2.21018 -5.57423
C 1.33313 0.66302 -4.06843
C 0.07243 1.20352 -3.91403
C -0.26967 2.34742 -4.61203
C 0.65323 2.93752 -5.45923
C 1.92193 2.39632 -5.59583
C 2.27153 1.25832 -4.89063
H -0.75997 -1.71618 -4.32863
H -1.35807 -2.86828 -6.45243
H 0.42323 -3.58928 -7.99193
H 2.78293 -3.17838 -7.43213
H 3.36993 -2.02688 -5.32283
H -0.62777 0.71572 -3.25303
H -1.25497 2.77162 -4.49353
H 0.38363 3.81342 -6.02803
H 2.64483 2.85802 -6.25263
H 3.25613 0.82452 -4.98503